No. 1
C72H196F3N17O20 | wB97M-V/def2-TZVPD

**Kohn-Sham gap**: 8.21 eV
**E_tot**: -152261.9610 eV
**Maximum force**: 3.61 eV Å⁻¹

CARTESIAN COORDINATES (ANGSTROEM)
O (-2.67, 2.44, 0.18)
H (-2.05, 2.20, 0.87)
H (-2.23, 3.19, -0.25)
H (-2.82, 1.64, -0.32)
C (-0.16, 0.56, 1.33)
O (-0.36, 0.81, -0.08)
O (-0.97, 1.51, 1.98)
C (-0.31, -1.01, 1.69)
F (0.47, -1.30, 2.70)
F (-1.49, -1.39, 2.10)
F (-0.03, -1.83, 0.65)
C (0.76, 0.82, -1.01)
C (0.31, 1.09, -2.42)
H (-0.22, 0.21, -2.77)
H (-0.39, 1.93, -2.48)
H (1.17, 1.16, -3.08)
H (1.30, -0.13, -1.05)
H (1.39, 1.67, -0.76)
H (0.89, 0.81, 1.48)
C (1.42, -7.15, 7.66)
C (2.44, -7.66, 6.68)
C (2.42, -6.97, 5.25)
O (2.78, -5.55, 5.38)
C (2.86, -4.63, 4.23)
N (3.73, -7.51, 7.31)
H (1.42, -6.06, 7.68)
H (1.72, -7.44, 8.67)
H (0.43, -7.54, 7.46)
H (2.24, -8.71, 6.45)
H (1.44, -6.98, 4.78)
H (3.03, -7.52, 4.54)
H (2.03, -3.92, 4.20)
H (2.92, -5.14, 3.27)
H (3.72, -3.98, 4.36)
H (4.35, -7.39, 6.52)
H (3.76, -6.56, 7.65)
C (-3.08, 6.09, 2.44)
C (-2.19, 7.34, 2.29)
C (-2.75, 8.51, 1.49)
O (-3.08, 7.91, 0.25)
C (-3.21, 9.00, -0.71)
N (-1.80, 7.76, 3.66)
H (-4.07, 6.45, 2.73)
H (-2.74, 5.41, 3.22)
H (-3.18, 5.70, 1.42)
H (-1.28, 7.12, 1.74)
H (-1.98, 9.26, 1.28)
H (-3.68, 8.94, 1.85)
H (-3.98, 9.65, -0.30)
H (-3.55, 8.47, -1.60)
H (-2.30, 9.59, -0.88)
H (-1.68, 7.00, 4.32)
H (-2.48, 8.34, 4.13)
C (-3.93, -7.95, -1.51)
C (-3.03, -9.02, -0.87)
C (-1.94, -8.46, 0.08)
O (-1.12, -7.53, -0.63)
C (0.15, -7.10, -0.08)
N (-3.91, -10.02, -0.27)
H (-3.30, -7.38, -2.19)
H (-4.32, -7.27, -0.75)
H (-4.71, -8.50, -2.04)
H (-2.50, -9.57, -1.64)
H (-1.45, -9.33, 0.53)
H (-2.38, -7.92, 0.91)
H (0.73, -7.98, 0.21)
H (-0.13, -6.47, 0.76)
H (0.72, -6.51, -0.80)
H (-3.27, -10.78, -0.12)
H (-4.57, -10.39, -0.93)
C (5.27, -0.41, -3.28)
C (4.70, 0.15, -1.97)
C (4.45, -0.97, -0.93)
O (5.44, -1.96, -0.86)
C (5.22, -2.80, 0.22)
N (5.54, 1.25, -1.50)
H (6.30, -0.69, -3.04)
H (5.49, 0.34, -4.05)
H (4.81, -1.35, -3.57)
H (3.66, 0.43, -2.14)
H (3.56, -1.54, -1.21)
H (4.23, -0.51, 0.03)
H (6.02, -3.53, 0.30)
H (4.32, -3.41, 0.18)
H (5.28, -2.27, 1.17)
H (5.33, 1.42, -0.53)
H (6.46, 0.83, -1.57)
C (-4.79, -2.24, 3.73)
C (-5.20, -1.67, 2.37)
C (-4.81, -0.15, 2.15)
O (-5.43, 0.74, 3.08)
C (-5.05, 2.08, 2.96)
N (-4.72, -2.55, 1.35)
H (-4.66, -3.32, 3.85)
H (-5.48, -1.94, 4.52)
H (-3.82, -1.82, 3.98)
H (-6.28, -1.66, 2.28)
H (-5.25, 0.10, 1.19)
H (-3.72, -0.11, 2.07)
H (-3.98, 2.22, 3.10)
H (-5.60, 2.51, 3.79)
H (-5.35, 2.50, 2.00)
H (-3.72, -2.44, 1.32)
H (-4.87, -3.52, 1.61)
C (-2.09, 5.57, -2.32)
C (-0.75, 5.10, -1.73)
C (0.34, 6.26, -1.62)
O (-0.13, 7.35, -0.92)
C (0.83, 8.39, -0.59)
N (-1.04, 4.68, -0.32)
H (-2.66, 4.75, -2.76)
H (-1.87, 6.18, -3.20)
H (-2.73, 6.19, -1.69)
H (-0.29, 4.21, -2.16)
H (0.68, 6.71, -2.55)
H (1.29, 5.98, -1.15)
H (1.55, 8.09, 0.17)
H (0.33, 9.30, -0.27)
H (1.40, 8.63, -1.49)
H (-0.13, 4.53, 0.08)
H (-1.33, 5.52, 0.16)
C (-2.52, 0.73, 5.20)
C (-2.54, 2.21, 5.67)
C (-2.35, 2.52, 7.09)
O (-1.08, 2.06, 7.62)
C (-0.82, 2.41, 8.89)
N (-1.43, 2.82, 4.91)
H (-2.76, 0.59, 4.15)
H (-3.24, 0.19, 5.81)
H (-1.60, 0.19, 5.44)
H (-3.48, 2.64, 5.33)
H (-3.14, 2.04, 7.66)
H (-2.49, 3.59, 7.27)
H (-1.47, 2.00, 9.66)
H (-0.79, 3.50, 8.99)
H (0.23, 2.16, 9.04)
H (-1.34, 2.40, 3.99)
H (-0.54, 2.68, 5.36)
C (-3.78, -0.52, -3.25)
C (-3.83, 0.71, -2.32)
C (-5.28, 1.16, -2.12)
O (-5.34, 2.20, -1.09)
C (-6.64, 2.27, -0.47)
N (-3.25, 0.34, -1.04)
H (-2.75, -0.88, -3.32)
H (-4.13, -0.31, -4.26)
H (-4.27, -1.40, -2.84)
H (-3.23, 1.52, -2.73)
H (-5.77, 0.23, -1.85)
H (-5.60, 1.53, -3.09)
H (-7.40, 2.55, -1.20)
H (-6.58, 3.05, 0.28)
H (-6.98, 1.30, -0.10)
H (-3.95, -0.27, -0.65)
H (-2.37, -0.16, -1.08)
C (0.28, -3.06, 6.78)
C (0.78, -1.65, 6.97)
C (1.23, -0.86, 5.66)
O (1.84, 0.35, 5.98)
C (1.79, 1.35, 4.90)
N (-0.27, -0.95, 7.76)
H (-0.41, -3.15, 5.94)
H (-0.33, -3.42, 7.61)
H (1.12, -3.75, 6.73)
H (1.66, -1.64, 7.60)
H (0.42, -0.67, 4.95)
H (2.00, -1.47, 5.20)
H (2.58, 2.08, 5.04)
H (0.91, 1.99, 4.98)
H (1.87, 1.01, 3.87)
H (-1.15, -1.24, 7.38)
H (-0.19, 0.05, 7.63)
C (-5.45, -4.63, -5.69)
C (-4.52, -3.75, -4.82)
C (-4.31, -4.47, -3.41)
O (-3.34, -3.78, -2.71)
C (-3.17, -4.18, -1.35)
N (-3.33, -3.70, -5.65)
H (-5.07, -5.63, -5.92)
H (-5.69, -4.23, -6.67)
H (-6.40, -4.71, -5.15)
H (-4.85, -2.72, -4.70)
H (-3.97, -5.49, -3.57)
H (-5.27, -4.47, -2.89)
H (-3.01, -5.25, -1.22)
H (-4.01, -3.81, -0.76)
H (-2.32, -3.65, -0.90)
H (-2.96, -4.62, -5.81)
H (-2.59, -3.35, -5.06)
C (4.27, -4.96, -8.13)
C (5.38, -4.40, -7.14)
C (5.00, -4.64, -5.63)
O (3.74, -3.95, -5.25)
C (3.37, -4.17, -3.92)
N (6.67, -4.98, -7.34)
H (3.26, -4.72, -7.81)
H (4.29, -6.05, -8.14)
H (4.36, -4.48, -9.11)
H (5.52, -3.32, -7.18)
H (5.79, -4.39, -4.92)
H (4.86, -5.72, -5.55)
H (2.42, -3.68, -3.72)
H (4.01, -3.69, -3.17)
H (3.26, -5.24, -3.75)
H (7.37, -4.62, -6.72)
H (6.69, -5.98, -7.21)
C (5.62, 1.51, -7.40)
C (5.30, -0.01, -7.36)
C (4.29, -0.48, -8.35)
O (3.03, 0.24, -8.16)
C (2.11, -0.50, -7.39)
N (6.50, -0.72, -7.65)
H (4.71, 2.10, -7.50)
H (6.19, 1.66, -8.31)
H (6.15, 1.88, -6.52)
H (4.92, -0.13, -6.35)
H (4.15, -1.56, -8.22)
H (4.62, -0.27, -9.37)
H (2.50, -0.97, -6.49)
H (1.93, -1.37, -8.03)
H (1.14, -0.03, -7.22)
H (7.12, -0.45, -6.91)
H (6.38, -1.72, -7.74)
C (0.85, 5.11, 6.68)
C (0.22, 5.87, 5.50)
C (0.77, 5.60, 4.07)
O (2.21, 5.50, 3.98)
C (2.93, 6.73, 4.17)
N (-1.21, 5.58, 5.47)
H (1.78, 4.62, 6.39)
H (0.24, 4.26, 6.97)
H (1.06, 5.74, 7.55)
H (0.50, 6.91, 5.62)
H (0.33, 6.31, 3.38)
H (0.38, 4.65, 3.70)
H (3.90, 6.25, 4.28)
H (2.59, 7.20, 5.09)
H (2.90, 7.52, 3.43)
H (-1.61, 5.71, 6.39)
H (-1.31, 4.59, 5.30)
C (-1.63, 3.90, -6.70)
C (-1.40, 2.81, -5.74)
C (-0.56, 1.63, -6.30)
O (-1.23, 1.03, -7.46)
C (-2.38, 0.26, -7.17)
N (-0.71, 3.41, -4.65)
H (-0.70, 4.34, -7.05)
H (-2.32, 4.67, -6.36)
H (-2.08, 3.56, -7.64)
H (-2.36, 2.37, -5.49)
H (-0.21, 0.87, -5.60)
H (0.31, 2.11, -6.74)
H (-3.10, 0.84, -6.59)
H (-2.10, -0.61, -6.57)
H (-2.83, -0.10, -8.10)
H (0.14, 3.89, -4.89)
H (-0.39, 2.67, -4.04)
C (-5.48, -7.45, 2.63)
C (-4.93, -5.96, 2.69)
C (-3.59, -6.03, 3.35)
O (-3.60, -6.56, 4.67)
C (-2.39, -6.55, 5.34)
N (-4.95, -5.51, 1.32)
H (-5.48, -7.95, 3.59)
H (-4.85, -8.07, 1.99)
H (-6.46, -7.33, 2.16)
H (-5.52, -5.33, 3.35)
H (-3.22, -5.01, 3.39)
H (-2.89, -6.60, 2.74)
H (-2.68, -7.04, 6.27)
H (-2.17, -5.55, 5.73)
H (-1.53, -6.97, 4.82)
H (-5.86, -5.46, 0.88)
H (-4.44, -6.23, 0.83)
C (2.69, 3.86, -4.99)
C (3.77, 3.22, -4.29)
C (5.05, 3.98, -4.34)
O (4.98, 5.32, -3.76)
C (6.16, 5.90, -3.22)
N (3.34, 2.99, -2.91)
H (2.50, 4.83, -4.53)
H (1.81, 3.24, -5.14)
H (3.06, 4.17, -5.97)
H (3.96, 2.26, -4.75)
H (5.42, 3.96, -5.36)
H (5.82, 3.41, -3.82)
H (6.37, 5.65, -2.18)
H (6.11, 6.99, -3.28)
H (7.00, 5.57, -3.83)
H (3.23, 3.85, -2.38)
H (4.07, 2.45, -2.46)
C (4.29, 4.44, 0.73)
C (3.30, 3.26, 0.82)
C (3.76, 2.35, 1.95)
O (4.95, 1.69, 1.45)
C (5.27, 0.53, 2.19)
N (2.01, 3.94, 1.10)
H (4.34, 5.19, 1.52)
H (4.33, 4.99, -0.21)
H (5.29, 3.99, 0.78)
H (3.15, 2.84, -0.17)
H (3.04, 1.54, 2.05)
H (3.96, 3.03, 2.78)
H (4.50, -0.24, 2.21)
H (5.49, 0.86, 3.21)
H (6.11, -0.04, 1.79)
H (1.40, 3.24, 1.50)
H (2.21, 4.54, 1.88)

***

No. 2
C72H65CaF9N10O30S | wB97M-V/def2-TZVPD

**Kohn-Sham gap**: 8.46 eV
**E_tot**: -205752.4354 eV
**Maximum force**: 4.21 eV Å⁻¹

CARTESIAN COORDINATES (ANGSTROEM)
Ca (1.06, 1.15, -2.47)
S (1.57, -0.63, -0.17)
O (0.42, -0.80, 0.77)
O (2.80, -1.27, 0.24)
O (1.19, -1.00, -1.60)
O (1.89, 0.88, -0.33)
C (3.88, 4.16, 2.74)
C (3.31, 5.42, 2.70)
C (2.15, 5.58, 1.98)
C (1.65, 4.51, 1.26)
C (2.20, 3.26, 1.34)
C (3.35, 3.10, 2.03)
N (0.53, 4.68, 0.39)
O (-0.33, 5.51, 0.72)
O (0.47, 4.00, -0.60)
H (4.66, 4.06, 3.43)
H (3.82, 6.35, 3.00)
H (1.67, 6.53, 1.94)
H (1.72, 2.49, 0.77)
H (3.85, 2.13, 2.19)
C (-1.72, -2.55, -0.75)
C (-2.48, -2.15, 0.36)
C (-3.27, -3.03, 1.07)
C (-3.26, -4.34, 0.66)
C (-2.62, -4.80, -0.50)
C (-1.90, -3.86, -1.24)
N (-4.12, -5.30, 1.37)
O (-4.30, -5.10, 2.55)
O (-4.52, -6.27, 0.77)
H (-1.11, -1.86, -1.25)
H (-2.39, -1.11, 0.64)
H (-3.78, -2.79, 1.97)
H (-2.75, -5.84, -0.87)
H (-1.33, -4.15, -2.10)
C (0.09, -0.13, 3.69)
C (0.64, 0.98, 3.07)
C (0.94, 2.09, 3.83)
C (0.78, 1.94, 5.20)
C (0.25, 0.85, 5.81)
C (-0.18, -0.17, 5.02)
N (1.10, 3.17, 6.09)
O (0.70, 3.14, 7.21)
O (1.67, 4.13, 5.61)
H (-0.20, -0.98, 3.20)
H (0.95, 0.76, 2.04)
H (1.46, 3.02, 3.53)
H (0.12, 0.77, 6.88)
H (-0.61, -1.04, 5.46)
C (-3.84, 1.46, 2.36)
C (-4.74, 1.13, 1.29)
C (-4.26, 1.04, -0.04)
C (-2.95, 1.34, -0.31)
C (-2.03, 1.61, 0.71)
C (-2.51, 1.68, 2.09)
N (-2.36, 1.20, -1.71)
O (-3.04, 0.62, -2.54)
O (-1.24, 1.63, -1.96)
H (-4.27, 1.35, 3.34)
H (-5.73, 0.75, 1.55)
H (-4.84, 0.82, -0.90)
H (-1.03, 2.01, 0.53)
H (-1.86, 1.85, 2.91)
C (3.98, -5.45, -1.06)
C (3.50, -6.60, -1.66)
C (2.42, -6.49, -2.52)
C (1.81, -5.29, -2.70)
C (2.14, -4.13, -2.01)
C (3.24, -4.26, -1.14)
N (0.70, -5.35, -3.68)
O (0.13, -4.31, -3.94)
O (0.47, -6.39, -4.23)
H (4.97, -5.44, -0.59)
H (4.09, -7.52, -1.63)
H (2.02, -7.35, -3.06)
H (1.58, -3.21, -2.31)
H (3.69, -3.39, -0.69)
C (0.87, -6.00, 1.17)
C (0.81, -4.66, 1.28)
C (0.21, -4.04, 2.38)
C (-0.49, -4.87, 3.28)
C (-0.45, -6.22, 3.15)
C (0.26, -6.78, 2.10)
N (-1.29, -4.34, 4.35)
O (-1.33, -3.16, 4.45)
O (-1.89, -5.11, 5.07)
H (1.40, -6.50, 0.33)
H (1.30, -3.99, 0.59)
H (0.24, -2.94, 2.40)
H (-1.09, -6.83, 3.79)
H (0.38, -7.88, 2.04)
C (-4.17, -2.60, -5.29)
C (-2.93, -2.78, -4.67)
C (-1.94, -1.84, -4.65)
C (-2.22, -0.69, -5.34)
C (-3.39, -0.42, -5.98)
C (-4.38, -1.41, -5.99)
N (-1.25, 0.42, -5.36)
O (-0.54, 0.39, -4.39)
O (-1.19, 1.26, -6.20)
H (-4.78, -3.45, -5.29)
H (-2.78, -3.68, -4.06)
H (-0.93, -2.01, -4.32)
H (-3.56, 0.62, -6.31)
H (-5.32, -1.34, -6.52)
C (-5.05, 5.29, 2.77)
C (-6.24, 4.55, 2.72)
C (-6.83, 4.44, 1.49)
C (-6.12, 4.89, 0.31)
C (-4.98, 5.68, 0.48)
C (-4.41, 5.89, 1.73)
N (-6.50, 4.57, -1.02)
O (-5.89, 5.13, -1.94)
O (-7.40, 3.77, -1.25)
H (-4.59, 5.38, 3.70)
H (-6.79, 4.29, 3.65)
H (-7.78, 3.89, 1.33)
H (-4.56, 6.11, -0.45)
H (-3.51, 6.42, 1.85)
C (3.84, -0.56, 4.70)
C (4.85, 0.33, 4.75)
C (5.75, 0.37, 3.64)
C (5.59, -0.50, 2.54)
C (4.53, -1.41, 2.54)
C (3.69, -1.47, 3.69)
N (6.71, -0.55, 1.56)
O (6.57, -1.32, 0.67)
O (7.70, 0.15, 1.75)
H (3.15, -0.56, 5.48)
H (5.14, 1.03, 5.54)
H (6.63, 1.02, 3.67)
H (4.31, -2.16, 1.81)
H (2.76, -2.01, 3.66)
C (-4.45, -2.73, 5.23)
C (-5.79, -2.70, 5.01)
C (-6.45, -1.48, 4.98)
C (-5.77, -0.28, 5.28)
C (-4.45, -0.32, 5.62)
C (-3.86, -1.59, 5.71)
N (-6.49, 0.98, 5.15)
O (-5.80, 1.98, 5.15)
O (-7.72, 0.94, 5.18)
H (-3.86, -3.61, 5.08)
H (-6.36, -3.65, 4.96)
H (-7.51, -1.40, 4.80)
H (-3.84, 0.61, 5.90)
H (-2.85, -1.64, 6.11)
C (1.98, 3.33, -8.03)
C (1.74, 3.21, -6.54)
O (0.55, 3.94, -6.18)
C (0.02, 3.57, -5.03)
O (0.58, 2.80, -4.29)
C (-1.26, 4.33, -4.63)
F (-1.19, 5.66, -4.76)
F (-2.21, 3.83, -5.45)
F (-1.59, 4.15, -3.35)
H (2.75, 2.68, -8.33)
H (2.21, 4.34, -8.40)
H (1.08, 3.07, -8.57)
H (2.56, 3.59, -5.95)
H (1.55, 2.15, -6.23)
C (6.21, 1.98, -1.21)
C (4.92, 2.25, -0.48)
O (4.45, 3.57, -0.93)
C (3.59, 3.63, -1.89)
O (2.94, 2.73, -2.42)
C (3.20, 5.11, -2.17)
F (3.01, 5.73, -1.01)
F (4.12, 5.73, -2.86)
F (2.04, 5.14, -2.88)
H (6.53, 0.99, -1.04)
H (6.88, 2.77, -1.03)
H (5.99, 2.00, -2.23)
H (5.18, 2.50, 0.58)
H (4.13, 1.58, -0.70)
C (5.54, -2.52, -2.81)
C (4.45, -1.44, -3.01)
O (3.78, -1.68, -4.30)
C (2.92, -0.80, -4.66)
O (2.65, 0.25, -4.05)
C (2.21, -1.30, -5.99)
F (0.99, -1.80, -5.71)
F (1.97, -0.25, -6.80)
F (2.97, -2.19, -6.59)
H (6.46, -2.43, -3.39)
H (5.02, -3.46, -3.01)
H (5.61, -2.54, -1.71)
H (4.78, -0.41, -3.05)
H (3.69, -1.50, -2.20)